(1)
{"formula": "C13H18BrHgN3O2Se2", "method": "ωB97M-V/def2-TZVPD", "gap_ev": [5.584, 6.144], "s2": 0.762, "homo_energy_ev": [-3.03, -4.01], "total_charge": -1, "multiplicity": 2, "fmax_ha_per_bohr": 0.011, "lumo_energy_ev": [2.55, 2.13], "energy_ha": -8351.25911, "elements": ["Hg", "O", "C", "C", "C", "O", "C", "Se", "C", "Se", "H", "H", "H", "H", "H", "H", "H", "H", "H", "H", "N", "C", "C", "C", "N", "H", "H", "H", "H", "Br", "C", "C", "C", "C", "C", "N", "H", "H", "H", "H"], "xyz": [[-0.008, -1.477, -0.723], [-1.429, 1.182, 3.069], [-0.207, 1.872, 2.964], [0.589, 1.635, 1.663], [1.599, 2.790, 1.592], [2.583, 2.650, 0.585], [1.365, 0.315, 1.686], [0.379, -1.330, 2.178], [-0.394, 1.698, 0.497], [0.292, 1.362, -1.331], [-1.209, 0.234, 2.952], [0.449, 1.628, 3.811], [-0.460, 2.936, 3.033], [2.139, 2.858, 2.542], [1.044, 3.731, 1.456], [2.101, 2.471, -0.238], [2.218, 0.396, 2.362], [1.761, 0.128, 0.691], [-0.869, 2.682, 0.474], [-1.171, 0.954, 0.663], [3.313, -0.287, -1.299], [4.591, -0.349, -0.887], [4.937, -1.682, -0.879], [3.765, -2.348, -1.288], [2.793, -1.489, -1.542], [2.691, 0.515, -1.330], [5.146, 0.536, -0.630], [5.881, -2.114, -0.603], [3.586, -3.404, -1.392], [-2.342, -3.610, -3.521], [-3.420, -2.404, -2.518], [-4.765, -2.694, -2.338], [-5.508, -1.790, -1.598], [-4.888, -0.661, -1.082], [-3.539, -0.479, -1.331], [-2.818, -1.342, -2.044], [-5.201, -3.588, -2.757], [-6.561, -1.969, -1.429], [-5.438, 0.063, -0.497], [-2.996, 0.383, -0.961]], "forces_ev_per_angstrom": [[0.0, 0.1, 0.3], [-0.1, -0.2, 0.0], [0.1, 0.1, 0.1], [0.0, -0.1, -0.1], [0.0, 0.0, 0.0], [0.2, 0.1, 0.1], [0.0, -0.1, 0.1], [-0.1, 0.1, -0.5], [-0.1, 0.0, -0.2], [-0.1, -0.2, 0.0], [-0.1, 0.1, 0.0], [0.0, 0.0, 0.0], [0.0, 0.0, 0.0], [0.0, 0.0, 0.0], [0.0, 0.0, 0.0], [-0.1, -0.1, -0.2], [0.0, 0.0, 0.1], [0.1, 0.1, 0.1], [0.0, 0.0, 0.1], [0.0, 0.1, 0.0], [0.2, 0.0, 0.0], [0.0, -0.1, 0.0], [0.0, -0.1, 0.0], [0.2, 0.1, 0.0], [-0.1, -0.2, 0.0], [-0.2, 0.1, 0.0], [0.0, 0.1, 0.0], [0.1, 0.0, 0.0], [0.0, -0.1, 0.0], [0.0, 0.0, 0.0], [0.0, 0.1, 0.1], [0.0, 0.0, 0.0], [0.0, 0.0, 0.0], [0.0, 0.0, 0.0], [0.0, 0.1, 0.0], [0.0, -0.1, -0.2], [0.0, 0.0, 0.0], [0.0, 0.0, 0.0], [0.0, 0.0, 0.0], [0.0, 0.0, 0.0]], "nbo_charge": [0.5079, -0.7661, -0.0481, -0.1740, -0.0450, -0.7665, -0.5578, -0.4534, -0.5525, -0.5594, 0.4906, 0.1555, 0.1629, 0.1662, 0.1498, 0.4834, 0.2053, 0.2161, 0.2021, 0.2229, -0.3468, -0.0495, -0.3651, -0.0609, -0.2871, 0.4418, 0.2187, 0.2156, 0.2014, 0.0374, 0.1612, -0.2879, -0.1683, -0.2553, 0.0562, -0.4312, 0.2263, 0.2124, 0.2197, 0.2216]}

(2)
{"formula": "C13H18Ca2ClO16", "method": "ωB97M-V/def2-TZVPD", "gap_ev": 2.591, "homo_energy_ev": -15.19, "total_charge": 3, "fmax_ha_per_bohr": 0.180, "lumo_energy_ev": -12.60, "energy_ha": -3524.14540, "elements": ["Ca", "Ca", "Cl", "O", "O", "O", "O", "C", "C", "O", "C", "O", "O", "H", "H", "H", "H", "C", "C", "O", "C", "O", "O", "H", "H", "H", "H", "C", "C", "O", "C", "O", "O", "H", "H", "H", "H", "C", "C", "C", "O", "C", "O", "O", "H", "H", "H", "H", "H", "H"], "xyz": [[8.672, -1.965, 0.793], [12.460, -6.261, 2.499], [9.259, -5.468, 2.785], [10.363, -4.874, 3.457], [8.964, -4.437, 1.818], [9.773, -6.640, 2.062], [8.161, -5.626, 3.648], [7.591, -6.096, 6.998], [8.656, -7.174, 7.187], [9.086, -7.068, 8.495], [8.216, -6.355, 9.152], [8.010, -6.187, 10.350], [7.364, -5.750, 8.350], [6.710, -6.427, 6.449], [8.191, -5.321, 6.521], [9.466, -7.129, 6.460], [8.179, -8.125, 6.946], [9.868, -11.128, 1.175], [11.219, -10.975, 0.487], [11.998, -10.158, 1.261], [11.214, -9.465, 2.115], [11.609, -8.711, 2.952], [9.910, -9.948, 1.975], [9.982, -12.001, 1.818], [8.985, -11.239, 0.545], [11.261, -10.506, -0.496], [11.578, -11.976, 0.246], [5.490, -9.079, 4.826], [6.792, -8.650, 4.317], [7.659, -9.518, 4.968], [6.965, -10.590, 5.326], [7.401, -11.715, 5.703], [5.757, -10.487, 5.086], [4.795, -8.926, 4.001], [5.294, -8.566, 5.767], [6.826, -7.563, 4.377], [6.782, -8.826, 3.241], [13.805, -7.834, -3.616], [12.358, -7.396, -3.263], [11.604, -8.553, -2.740], [11.777, -8.401, -1.262], [12.039, -7.129, -0.983], [12.113, -6.630, 0.194], [12.419, -6.496, -2.176], [14.397, -6.929, -3.755], [13.972, -8.389, -4.539], [14.148, -8.495, -2.820], [11.932, -6.976, -4.175], [12.033, -9.497, -3.074], [10.621, -8.422, -3.193]], "forces_ev_per_angstrom": [[-0.1, -1.4, 0.8], [-1.5, -1.6, -0.4], [0.3, -1.1, -0.3], [3.0, -0.1, 1.8], [-1.7, 2.7, -3.1], [-1.0, 1.1, 1.0], [0.2, -0.8, -0.5], [2.2, 0.2, 0.4], [-1.0, -1.6, -2.4], [1.6, -0.9, 0.3], [-2.5, 1.5, 5.5], [2.0, -1.1, -2.5], [-1.9, 1.0, -2.2], [0.0, 0.3, 0.3], [-1.0, 0.8, -0.3], [0.3, 0.4, 0.3], [0.3, -0.5, 0.7], [1.8, -0.2, 0.1], [-1.2, -1.9, -3.7], [0.9, 1.7, 2.5], [-2.2, -4.3, -1.7], [0.5, 2.3, 0.1], [1.0, 2.4, 1.4], [-0.5, 0.1, 0.3], [0.1, 0.5, 0.1], [-0.9, 0.1, -0.1], [0.9, 0.1, 0.8], [-0.9, -0.4, 0.0], [-0.8, 0.7, -1.9], [2.6, 1.3, 0.6], [5.0, -7.6, 1.9], [-0.1, 4.6, -1.0], [-6.2, 2.3, -1.0], [-0.8, -0.3, 0.8], [-0.7, -0.3, 0.0], [1.2, -0.1, 0.9], [0.6, -0.4, -0.3], [-0.1, 0.7, 0.3], [2.9, -1.2, -1.9], [-0.2, -0.2, -0.3], [-1.3, 0.9, 0.0], [1.9, 0.3, -1.0], [-0.1, -1.1, -3.1], [-1.3, 0.9, 3.9], [0.3, -0.1, 0.4], [-0.8, 0.0, -0.1], [0.5, 0.3, 0.2], [-0.4, 0.5, 0.6], [-0.1, 0.0, 0.5], [-0.8, -0.6, 1.5]], "nbo_charge": [1.9805, 1.9230, 2.5776, -0.9408, -1.0525, -0.8249, -0.7126, -0.0973, -0.0924, -0.4533, 0.9498, -0.5465, -0.4726, 0.1905, 0.1612, 0.1676, 0.1915, -0.0956, -0.1111, -0.4585, 1.0238, -0.7144, -0.4789, 0.2164, 0.2337, 0.1792, 0.2304, -0.1085, -0.1090, -0.4878, 0.9450, -0.5858, -0.4306, 0.2184, 0.1979, 0.1945, 0.1683, -0.6429, 0.0450, -0.1042, -0.4579, 1.0574, -0.8336, -0.4562, 0.2421, 0.2606, 0.2114, 0.2306, 0.2444, 0.2270]}

(3)
{"formula": "C13H18F15KN3O11S5", "method": "ωB97M-V/def2-TZVPD", "gap_ev": 8.039, "homo_energy_ev": -6.95, "total_charge": -1, "fmax_ha_per_bohr": 0.149, "lumo_energy_ev": 1.09, "energy_ha": -5586.91639, "elements": ["K", "C", "F", "F", "F", "S", "O", "O", "O", "C", "C", "C", "N", "C", "C", "C", "C", "C", "H", "H", "H", "H", "H", "H", "H", "H", "H", "H", "H", "H", "H", "H", "H", "H", "H", "H", "C", "F", "F", "F", "S", "O", "O", "N", "S", "O", "O", "C", "F", "F", "F", "C", "F", "F", "F", "S", "O", "O", "N", "S", "O", "O", "C", "F", "F", "F"], "xyz": [[-0.875, -1.045, 1.586], [-1.924, -2.556, -3.212], [-2.825, -3.236, -2.430], [-1.752, -3.176, -4.323], [-2.251, -1.268, -3.406], [-0.191, -2.431, -2.324], [-0.496, -1.681, -1.058], [0.379, -3.802, -2.139], [0.643, -1.685, -3.221], [2.322, -0.768, -0.151], [1.875, 0.592, -0.709], [2.679, 1.020, -1.943], [2.001, 2.216, -2.688], [1.719, 3.390, -1.750], [0.682, 1.836, -3.310], [0.657, 2.559, -4.649], [2.068, 2.968, -5.111], [2.918, 2.695, -3.873], [2.160, -1.624, -0.806], [1.916, -0.870, 0.856], [3.352, -0.575, 0.148], [2.163, 1.314, 0.055], [0.790, 0.690, -0.745], [2.930, 0.201, -2.617], [3.648, 1.304, -1.534], [2.532, 3.412, -1.024], [0.777, 3.176, -1.245], [1.606, 4.408, -2.124], [-0.241, 1.867, -2.732], [0.846, 0.769, -3.460], [0.080, 3.484, -4.681], [0.226, 1.900, -5.403], [2.100, 4.020, -5.395], [2.501, 2.455, -5.970], [3.549, 3.538, -3.590], [3.481, 1.788, -4.096], [-4.088, -4.617, 1.531], [-3.561, -5.714, 2.057], [-3.423, -4.282, 0.425], [-5.413, -4.881, 1.211], [-3.996, -3.055, 2.801], [-4.460, -1.943, 2.013], [-4.775, -3.272, 4.039], [-2.301, -2.863, 2.985], [-1.974, -3.454, 4.341], [-2.013, -2.528, 5.456], [-2.634, -4.743, 4.695], [-0.169, -4.045, 4.159], [-0.016, -4.584, 2.941], [0.668, -3.084, 4.386], [0.085, -5.052, 4.970], [-2.031, 2.432, 0.732], [-2.718, 1.347, 0.448], [-0.883, 2.475, 0.042], [-2.715, 3.521, 0.438], [-1.567, 2.624, 2.598], [-1.443, 4.065, 2.877], [-2.621, 1.958, 3.346], [-0.175, 1.625, 2.585], [0.659, 2.443, 3.582], [1.587, 3.410, 2.987], [0.071, 2.728, 4.882], [1.731, 0.929, 4.058], [1.004, -0.186, 4.092], [2.801, 0.827, 3.129], [2.324, 1.032, 5.265]], "forces_ev_per_angstrom": [[-0.1, -0.1, -0.2], [2.1, 0.2, 3.5], [0.7, 1.3, -1.2], [-0.5, -0.6, -1.7], [-1.0, -0.6, -0.2], [0.5, -2.5, 2.8], [-0.1, -1.0, -1.6], [-2.0, 2.3, -0.1], [0.2, 1.5, -1.2], [0.4, 1.2, 0.3], [0.0, 0.2, 0.6], [-0.7, 0.3, 0.7], [0.5, 1.9, 0.2], [0.3, -0.8, 1.2], [1.2, -1.6, -1.5], [-0.6, 0.2, -1.4], [0.1, 0.3, 0.9], [-0.1, -1.3, 0.2], [0.1, 0.1, 0.3], [-0.6, -0.4, -0.2], [0.6, -0.7, -0.5], [-0.2, 0.1, 0.2], [0.0, -0.3, -0.7], [-0.8, 0.2, -0.5], [0.1, 0.8, -0.4], [-0.1, 0.1, 0.1], [0.4, -0.1, 0.2], [0.3, -0.4, -1.1], [0.5, 0.7, 0.5], [-0.4, -0.2, -0.4], [-0.4, -0.2, 0.5], [-0.3, 0.0, 0.1], [-0.1, 0.0, 0.2], [-0.4, -0.4, 0.1], [-0.1, -0.4, 0.4], [0.5, 0.3, 0.2], [-0.9, 0.5, 0.8], [-0.3, 0.5, -0.3], [-0.5, -0.1, 0.5], [1.9, 0.6, 0.4], [-1.3, 0.4, 0.8], [0.6, -0.5, -0.5], [1.8, -0.2, -2.7], [-3.2, 0.2, -2.5], [0.2, -4.2, 6.4], [0.8, 0.2, -1.1], [1.4, 1.8, -1.5], [-2.2, -1.1, -0.6], [0.3, 0.7, -0.8], [1.3, 1.2, -0.1], [0.0, -0.1, 1.1], [0.8, 1.2, 2.0], [0.2, -0.1, -0.1], [0.0, -0.4, -0.7], [-0.6, 0.0, -0.5], [-2.5, -0.6, 0.6], [0.6, -2.3, -1.4], [1.0, 0.3, -1.2], [-3.5, 2.1, -1.3], [5.3, 0.0, 3.4], [-1.3, -1.0, 0.6], [0.1, 0.2, -1.4], [1.7, 0.8, -0.2], [0.5, 0.0, -0.5], [-1.7, -0.5, 1.1], [-0.4, 0.3, -0.8]], "nbo_charge": [0.9320, 0.7581, -0.3193, -0.2977, -0.3282, 2.2625, -1.0606, -0.9593, -1.0276, -0.6009, -0.4308, -0.2013, -0.2128, -0.4319, -0.2546, -0.4214, -0.4245, -0.1951, 0.2467, 0.2108, 0.2008, 0.2128, 0.2297, 0.2412, 0.2178, 0.2298, 0.2503, 0.2335, 0.2612, 0.2626, 0.2187, 0.2442, 0.2162, 0.2286, 0.2296, 0.2193, 0.7982, -0.2979, -0.3056, -0.3342, 2.1114, -0.9319, -0.8615, -1.2370, 2.1758, -0.9292, -0.9519, 0.7410, -0.3306, -0.3072, -0.3095, 0.7624, -0.2932, -0.3420, -0.3066, 2.0765, -0.8736, -0.8951, -1.1756, 2.1898, -0.9259, -0.9031, 0.7160, -0.3153, -0.3682, -0.3162]}

Relative energy (zero: lowest compared OMol25 entry of this formula, charge and spin), record by record: 47.6; 382.9; 269.0 kJ/mol